The following is a quantum chemistry calculation of a 3-piece molecular cluster, C26H47BBrF5NO14P2 overall in a non-equilibrium geometry, from OMol25.

Summary:
* E_HOMO: -6.2 eV
* DFT total energy: -5907.8281 Eh
* orbital gap: 6.2 eV

ORCA input file:
```
! RIJCOSX wB97M-V def2-TZVPD def2/J DEFGRID3
* xyz -1 1
C -4.7181 2.4801 3.8716
C -4.2400 1.2419 3.9172
C -3.3113 -0.0967 3.8116
C -1.7248 0.3282 3.9363
C -1.2934 0.9291 5.3852
C -0.8414 -0.1860 6.4625
C -1.9126 -1.3690 6.7023
C -1.2260 -2.4487 7.7261
O -0.2090 -3.2462 7.0214
C -0.8387 -4.3356 6.2910
O -1.7359 1.5742 3.1245
B -1.3901 1.2230 1.7343
Br -3.0016 1.6515 0.5868
N -0.0848 1.7694 1.1331
C 0.3570 0.8693 0.0418
O -0.2068 0.7469 -1.0827
F 1.5268 0.0581 0.2863
C -0.2402 3.1667 0.6896
O -0.7873 4.0349 1.4244
F 0.2831 3.5874 -0.5939
O -1.1896 -0.2593 1.7259
C -0.6378 -0.4807 3.0509
C -0.1604 -1.9556 3.4866
O 1.2610 -2.0682 3.1581
C 1.5811 -3.3158 2.5549
F 1.5597 -4.4357 3.4888
F 2.9768 -3.2142 2.1415
F 0.8483 -3.5961 1.3446
H -5.0654 3.5491 4.1566
H -3.6517 -0.8062 4.6511
H -3.5472 -0.6050 2.7991
H -2.1854 1.5497 5.7971
H -0.4325 1.6915 5.2192
H -0.7070 0.3651 7.4846
H 0.2214 -0.5875 6.1955
H -2.0965 -1.8738 5.6850
H -2.9011 -1.0264 7.1877
H -2.0091 -3.2001 8.1174
H -0.7779 -1.9212 8.6658
H -1.2777 -5.1407 7.0075
H -1.7260 -3.9908 5.6163
H -0.0665 -4.8020 5.5541
H 0.3529 0.1273 3.1266
H -0.2483 -2.1650 4.6286
H -0.8412 -2.7214 2.9643
O -5.4905 -2.5525 -3.8452
P -4.2027 -2.1615 -4.5840
O -4.5911 -2.9014 -6.0145
C -5.5117 -2.2468 -6.8713
C -4.8728 -1.0565 -7.5635
O -3.2654 -3.3807 -3.9522
C -3.5583 -3.9173 -2.6679
C -4.3876 -5.1814 -2.7951
O -2.7596 -1.6474 -5.3650
C -2.1679 -0.4712 -4.8088
C -1.6774 -0.6942 -3.3906
H -6.3976 -1.9383 -6.3061
H -5.8337 -2.9757 -7.6194
H -4.6361 -0.2680 -6.8438
H -5.5474 -0.6394 -8.3162
H -3.9359 -1.3455 -8.0470
H -4.0465 -3.1736 -2.0343
H -2.6045 -4.1597 -2.1885
H -5.2631 -5.0354 -3.4352
H -4.7301 -5.5215 -1.8150
H -3.8002 -5.9795 -3.2556
H -2.8959 0.3458 -4.8417
H -1.3269 -0.1954 -5.4505
H -2.5135 -0.8786 -2.7081
H -1.1338 0.1804 -3.0287
H -1.0211 -1.5668 -3.3386
O 6.3465 3.8700 -0.5193
P 5.8115 3.3017 -1.8414
O 7.1296 3.7156 -2.7554
C 8.2891 2.9059 -2.6522
C 8.1034 1.5805 -3.3685
O 4.8604 4.6117 -2.2192
C 4.3153 5.4236 -1.1857
C 5.1854 6.6444 -0.9524
O 5.1708 2.6009 -3.2754
C 4.2112 1.5657 -3.0545
C 2.9523 2.0875 -2.3876
H 8.5439 2.7462 -1.5992
H 9.1126 3.4582 -3.1120
H 7.3543 0.9655 -2.8622
H 9.0424 1.0208 -3.3948
H 7.7547 1.7381 -4.3925
H 4.1707 4.8472 -0.2694
H 3.3220 5.7473 -1.5124
H 6.2375 6.3780 -0.8116
H 4.8495 7.1985 -0.0728
H 5.1505 7.3101 -1.8182
H 4.6692 0.7755 -2.4508
H 3.9621 1.1392 -4.0296
H 3.1594 2.4339 -1.3697
H 2.1933 1.3034 -2.3292
H 2.5431 2.9374 -2.9395
*
```